(1)
This record from the Open Molecules 2025 dataset describes C41H32Cl4N4O6V as an isolated structure. The level of theory is ωB97M-V with the def2-TZVPD basis set.

As for the total charge: -2. The LUMO energy (spin up / spin down) comes out at 0.154 / 0.154 Ha. The multiplicity is 4. Its HOMO-LUMO gap (spin up / spin down) is 3.944 / 6.470 eV. Its HOMO energy (spin up / spin down) is 0.2 / -2.3 eV. Its expectation value of S² is 3.781.

```
88
Properties=species:S:1:pos:R:3:forces:R:3:lowdin_charge:R:1
V 0.771 -0.269 -0.690 0.5 0.7 1.3 1.0821
Cl 6.072 1.335 3.346 0.0 0.0 0.0 0.5914
C 5.079 1.052 1.947 0.0 0.0 0.1 -0.7282
C 5.539 1.364 0.685 0.0 0.0 -0.1 -0.7241
Cl 7.132 2.028 0.468 0.0 0.0 0.0 0.5934
C 4.715 1.147 -0.433 0.1 0.0 0.0 -0.6070
Cl 5.260 1.540 -2.035 0.0 0.0 0.0 0.6478
C 3.436 0.617 -0.301 -0.1 0.0 -0.2 -0.3708
O 2.619 0.425 -1.289 -0.2 0.0 0.2 -0.1251
C 2.968 0.255 1.008 -0.2 -0.1 0.0 -0.3669
O 1.780 -0.278 1.081 0.1 0.1 0.1 -0.1932
C 3.791 0.504 2.098 0.1 0.0 0.1 -0.5829
Cl 3.173 0.155 3.694 0.1 0.0 0.0 0.6750
C -2.655 -3.534 -3.818 0.0 0.0 0.1 -0.1240
C -3.750 -3.491 -2.941 0.0 0.0 -0.1 -0.1363
C -3.656 -2.795 -1.768 0.0 0.0 0.0 -0.0606
C -2.452 -2.092 -1.432 -0.1 -0.1 -0.1 -0.2237
N -1.381 -2.190 -2.272 0.0 0.0 0.0 0.1133
C -1.505 -2.879 -3.393 0.1 0.0 0.0 -0.1735
C -2.354 -1.328 -0.232 0.1 0.0 0.2 -0.2026
C -3.535 -1.085 0.541 0.1 0.0 -0.1 -0.0708
C -3.482 -0.523 1.779 0.0 0.0 0.1 -0.1252
C -2.225 -0.163 2.309 0.0 0.0 0.0 -0.1023
C -1.133 -0.315 1.491 0.1 0.0 -0.1 -0.1692
N -1.141 -0.828 0.244 -0.1 0.1 0.0 0.0415
H -2.677 -4.075 -4.754 0.0 0.0 0.0 0.0688
H -4.666 -4.027 -3.172 0.0 0.0 0.0 0.0839
H -4.488 -2.824 -1.079 0.0 0.0 0.0 0.0770
H -0.611 -2.924 -4.013 0.0 0.0 0.0 0.0951
H -4.498 -1.331 0.116 0.0 0.0 0.0 0.0801
H -4.397 -0.343 2.333 0.0 0.0 0.0 0.0885
H -2.101 0.259 3.296 0.0 0.0 0.0 0.0891
H -0.162 0.007 1.845 0.0 0.1 0.0 0.0932
C 1.070 0.647 -4.666 0.0 0.0 -0.1 0.0117
C 1.038 -0.269 -3.475 0.0 -0.1 0.1 -0.3382
O 0.334 0.101 -2.531 -0.3 0.2 -1.0 -0.0448
C 1.774 -1.529 -3.456 0.0 0.2 -0.2 -0.1009
C 2.364 -1.979 -4.651 0.0 0.0 0.0 -0.0518
C 2.976 -3.205 -4.748 0.0 0.0 0.1 -0.1176
C 3.004 -4.029 -3.610 0.0 -0.1 0.0 -0.1009
C 2.449 -3.624 -2.427 0.0 0.0 -0.1 -0.0009
C 1.834 -2.351 -2.294 -0.2 0.0 0.1 -0.3167
O 1.368 -2.022 -1.135 0.3 -0.5 -0.3 -0.1486
H 0.595 1.578 -4.366 0.0 0.0 0.0 0.0850
H 0.541 0.204 -5.513 0.0 0.0 0.0 0.0881
H 2.102 0.838 -4.962 0.0 0.0 0.0 0.0908
H 2.322 -1.341 -5.524 0.0 0.0 0.0 0.0985
H 3.422 -3.529 -5.679 0.0 0.0 0.0 0.0828
H 3.473 -5.006 -3.669 0.0 0.0 0.0 0.0923
H 2.452 -4.255 -1.548 0.0 0.0 0.0 0.1133
C -2.386 6.700 2.740 0.0 0.0 0.0 -0.0752
C -1.774 5.654 1.844 0.0 0.0 0.0 -0.2899
C -2.573 4.744 1.164 0.0 0.0 0.0 -0.0232
C -2.029 3.790 0.308 0.0 0.0 0.1 -0.1950
C -2.902 2.763 -0.360 0.0 0.0 0.0 -0.0146
C -0.649 3.761 0.129 0.0 0.1 0.1 -0.0559
C 0.181 4.643 0.821 0.0 0.0 0.0 -0.2007
C 1.675 4.540 0.671 0.0 0.0 0.0 -0.0232
C -0.396 5.583 1.668 0.0 0.0 0.0 -0.0248
C -0.032 2.729 -0.790 0.1 -0.1 0.0 -0.6019
O 0.156 3.009 -1.969 0.0 0.0 0.0 0.0548
O 0.236 1.637 -0.175 -0.1 -0.2 -0.1 -0.0807
H -3.305 6.334 3.202 0.0 0.0 0.0 0.0664
H -2.639 7.607 2.184 0.0 0.0 0.0 0.0701
H -1.700 6.987 3.539 0.0 0.0 0.0 0.0658
H -3.650 4.768 1.309 0.0 0.0 0.0 0.1076
H -3.926 3.127 -0.464 0.0 0.0 0.0 0.0728
H -2.928 1.842 0.230 0.0 0.0 0.0 0.0727
H -2.524 2.501 -1.348 0.0 0.0 0.0 0.0868
H 2.039 3.591 1.071 0.0 0.0 0.0 0.0875
H 2.179 5.354 1.195 0.0 0.0 0.0 0.0690
H 1.964 4.565 -0.381 0.0 0.0 0.0 0.0881
H 0.248 6.271 2.209 0.0 0.0 0.0 0.1051
N 1.405 -2.623 3.088 -0.1 0.0 0.0 0.1212
C 1.389 -3.046 1.789 -0.1 0.0 -0.1 -0.1826
N 0.266 -3.591 1.423 0.0 -0.1 0.2 0.1427
C -0.550 -3.474 2.539 -0.1 0.0 -0.2 -0.2531
C -1.888 -3.827 2.698 0.0 0.0 0.0 -0.0255
C -2.494 -3.547 3.910 0.0 0.0 0.0 -0.1198
C -1.789 -2.923 4.951 0.0 0.0 0.0 -0.1259
C -0.460 -2.563 4.808 0.0 0.0 0.0 -0.0376
C 0.139 -2.848 3.587 0.2 0.0 0.1 -0.2130
H 2.093 -1.985 3.455 -0.1 0.1 0.0 0.0581
H 2.235 -2.883 1.140 0.0 -0.1 0.0 0.1194
H -2.433 -4.268 1.873 0.0 0.0 0.0 0.1089
H -3.540 -3.789 4.051 0.0 0.0 0.0 0.0865
H -2.301 -2.703 5.881 0.0 0.0 0.0 0.0842
H 0.076 -2.059 5.604 0.0 0.0 0.0 0.0994
```
Positions in Å, forces in eV/Å.

=====

(2)
This record from the Open Molecules 2025 dataset describes C41H32IrN6S5 as an isolated structure. The level of theory is ωB97M-V with the def2-TZVPD basis set.

As for the total charge: +2. The LUMO energy (spin up / spin down) comes out at -0.203 / -0.303 Ha. The multiplicity is 2. Its HOMO-LUMO gap (spin up / spin down) is 6.587 / 3.889 eV. Its HOMO energy (spin up / spin down) is -12.1 / -12.1 eV. Its expectation value of S² is 0.767.

```
85
Properties=species:S:1:pos:R:3:forces:R:3:lowdin_charge:R:1
Ir -1.536 1.670 0.619 -0.3 0.4 -0.6 0.6630
S -0.792 1.444 2.848 -0.1 0.4 0.1 0.6532
C -2.376 1.234 3.616 0.0 -0.1 0.0 -0.6784
C -2.523 1.499 4.979 0.0 0.0 0.0 -0.0828
C -3.750 1.335 5.594 0.0 0.0 0.0 -0.0364
C -4.864 0.906 4.875 0.0 0.0 0.0 -0.0435
C -4.744 0.623 3.528 0.1 0.0 0.0 -0.0705
C -3.508 0.800 2.916 0.1 0.1 0.0 -0.5421
S -3.221 0.313 1.237 -0.3 -0.4 0.0 0.9526
C -4.497 1.156 0.229 0.0 0.0 0.0 -0.3081
C -3.921 1.497 -1.125 -0.1 0.1 0.0 -0.2910
C -4.682 1.474 -2.278 0.0 0.0 0.0 0.0265
C -4.118 1.921 -3.466 0.0 0.0 0.0 0.0112
C -2.812 2.386 -3.474 0.0 0.0 0.0 0.0278
C -2.087 2.356 -2.296 0.2 0.1 0.1 -0.3165
C -0.644 2.780 -2.210 -0.1 0.0 -0.1 -0.3191
S -0.188 3.368 -0.546 0.1 -0.5 0.1 0.9709
C -1.279 4.772 -0.451 -0.2 0.0 0.1 -0.5021
C -1.034 5.889 -1.224 -0.1 0.1 -0.1 -0.0619
C -1.860 7.005 -1.100 0.1 0.0 0.0 -0.0184
C -2.900 7.017 -0.177 0.0 0.0 0.0 -0.0322
C -3.118 5.922 0.637 0.1 -0.1 0.0 -0.0658
C -2.316 4.780 0.495 0.2 0.3 -0.1 -0.5976
S -2.494 3.482 1.609 -0.3 -0.1 0.3 0.8380
N -2.637 1.907 -1.162 0.0 -0.2 0.2 -0.0714
H -1.670 1.848 5.545 0.0 0.0 0.0 0.1179
H -3.846 1.552 6.649 0.0 0.0 0.0 0.1227
H -5.819 0.788 5.368 0.0 0.0 0.0 0.1212
H -5.597 0.265 2.966 0.0 0.0 0.0 0.1202
H -4.765 2.077 0.753 0.0 0.0 0.0 0.0910
H -5.375 0.520 0.144 0.0 0.0 0.0 0.1047
H -5.705 1.128 -2.244 0.0 0.0 0.0 0.1350
H -4.699 1.913 -4.378 0.0 0.0 0.0 0.1324
H -2.353 2.754 -4.381 0.0 0.0 0.0 0.1363
H -0.419 3.555 -2.940 0.0 0.0 0.0 0.1025
H 0.026 1.939 -2.409 0.0 0.0 0.0 0.0866
H -0.200 5.906 -1.915 0.0 0.0 0.0 0.1240
H -1.672 7.876 -1.713 0.0 0.0 0.0 0.1257
H -3.524 7.894 -0.078 0.0 0.0 0.0 0.1257
H -3.900 5.933 1.386 0.0 0.0 0.0 0.1195
N 1.914 -4.624 -0.798 -0.1 0.0 0.0 0.1797
C 2.181 -5.682 -1.635 0.0 0.0 0.0 -0.1849
C 2.979 -6.817 -1.479 0.0 0.0 0.0 -0.0117
C 3.014 -7.685 -2.546 0.0 0.0 0.0 -0.0689
C 2.285 -7.444 -3.730 0.0 0.0 0.0 -0.0725
C 1.504 -6.324 -3.878 0.0 0.0 0.0 -0.0061
C 1.457 -5.423 -2.808 0.0 0.0 0.0 -0.2178
N 0.781 -4.229 -2.686 0.0 0.0 0.0 0.1861
C 1.084 -3.787 -1.491 0.0 0.0 0.0 -0.2896
C 0.547 -2.536 -0.976 0.0 -0.1 0.0 -0.0965
C -0.201 -1.725 -1.834 0.0 0.0 0.0 0.0277
C -0.745 -0.559 -1.362 0.0 -0.1 0.1 -0.1190
N -0.599 -0.130 -0.091 0.2 0.0 -0.1 -0.1406
C 0.120 -0.907 0.735 0.0 0.0 0.0 -0.1505
C 0.703 -2.093 0.335 0.0 0.0 0.0 0.0350
H 2.386 -4.456 0.080 0.2 0.0 0.0 0.1144
H 3.533 -7.007 -0.569 0.0 0.0 0.0 0.1141
H 3.615 -8.583 -2.477 0.0 0.0 0.0 0.1098
H 2.348 -8.164 -4.535 0.0 0.0 0.0 0.1081
H 0.944 -6.134 -4.784 0.0 0.0 0.0 0.1154
H -0.355 -2.036 -2.858 0.0 0.0 0.0 0.1244
H -1.337 0.053 -2.023 -0.1 0.0 0.0 0.0967
H 0.222 -0.561 1.753 0.0 0.0 0.0 0.0530
H 1.263 -2.664 1.065 0.0 0.0 0.0 0.1175
S 6.159 0.215 1.364 0.1 0.1 0.0 1.0134
C 4.539 0.917 1.087 0.0 -0.1 0.0 -0.5001
C 3.876 1.590 2.099 0.0 0.0 0.1 -0.0578
C 2.544 1.930 1.910 0.0 0.0 0.1 -0.1448
N 1.854 1.631 0.811 0.3 0.1 -0.1 -0.0131
C 2.533 1.066 -0.192 0.1 -0.1 0.1 -0.1533
C 3.867 0.704 -0.114 -0.1 0.0 0.0 -0.0538
C 5.582 -1.473 1.289 -0.1 0.1 -0.1 -0.5143
C 5.772 -2.223 0.141 0.1 0.0 0.0 -0.0729
C 5.116 -3.438 0.037 -0.1 -0.1 -0.1 -0.1222
N 4.315 -3.924 0.984 -0.1 0.0 0.1 0.0438
C 4.213 -3.233 2.121 0.0 0.0 -0.1 -0.1347
C 4.827 -2.008 2.324 0.0 0.0 0.0 -0.0661
H 4.370 1.805 3.037 0.0 0.0 0.0 0.1158
H 1.996 2.428 2.703 0.0 0.0 0.0 0.0909
H 1.972 0.851 -1.099 0.0 0.0 0.0 0.0995
H 4.358 0.222 -0.947 0.0 0.0 0.0 0.1158
H 6.385 -1.856 -0.670 0.0 0.0 0.0 0.1142
H 5.212 -4.034 -0.865 0.0 0.0 0.0 0.1169
H 3.595 -3.672 2.897 0.0 0.0 0.0 0.1135
H 4.692 -1.467 3.251 0.0 0.0 0.0 0.1143
```
Positions in Å, forces in eV/Å.

=====

Ordered max |F| results: 1.5; 0.8; unit eV/Å.
Ordered energy above the lowest of the compared OMol25 structures with the same formula, charge and spin results: 152.7; 0.0; unit kJ/mol.